(1)
Entry from the Open Molecules 2025 dataset: an isolated molecule of C4H8N2O2 in a non-equilibrium geometry (ωB97M-V/def2-TZVPD).

Structure (ORCA input):
```
! RIJCOSX wB97M-V def2-TZVPD def2/J DEFGRID3
* xyz 0 1
O -1.6742 -1.6144 0.0913
O -2.7482 0.3294 -0.1294
N 0.9108 -1.8497 -0.0084
N 1.9520 0.3131 -0.0645
C -0.3831 0.3167 0.0497
C -1.6713 -0.2469 -0.0483
C -0.3069 1.8821 0.0102
C 0.8427 -0.4358 -0.0339
H -0.0047 -2.2988 -0.0372
H 1.7257 -2.3422 -0.4182
H 0.3038 2.3499 -0.7447
H -2.5634 -1.9925 0.1749
H -1.3237 2.2584 -0.1040
H 0.1314 2.2970 0.9744
H 1.8437 1.2906 0.2759
H 2.9652 -0.2570 0.0122
*
```

Values from the calculation:
Electronic energy, eV: -11352.7013
Structure (SMILES): CC(C(=O)O)=C(N)N
Frontier orbital gap, eV: 8.36
HOMO, eV: -7.79
Maximum force, eV Å⁻¹: 4.79
Energy relative to the best compared isomer or geometry (same formula, charge and spin), eV: 1.4114


(2)
Entry from the Open Molecules 2025 dataset: an isolated molecule of C3H2N4O4 in a non-equilibrium geometry (ωB97M-V/def2-TZVPD).

Structure (ORCA input):
```
! RIJCOSX wB97M-V def2-TZVPD def2/J DEFGRID3
* xyz 0 1
O -3.2244 -1.2257 -0.7331
O -2.0084 -2.5997 0.4101
O -3.2132 1.0575 0.6819
O -2.2416 2.7115 -0.3208
N -1.1717 -0.6568 -0.0627
N -2.2548 1.5720 0.1126
N -2.2484 -1.5837 -0.1556
N 0.9823 -0.0500 0.0607
C -1.1208 0.7207 -0.0018
C 0.1798 -1.0661 0.0122
C 0.2074 1.0857 0.0258
H 0.8055 1.9332 0.0294
H 0.2700 -2.1609 -0.0036
*
```

Values from the calculation:
Electronic energy, eV: -17286.1014
Structure (SMILES): O=[N+]([O-])c1cncn1[N+](=O)[O-]
Frontier orbital gap, eV: 9.26
HOMO, eV: -10.61
Maximum force, eV Å⁻¹: 2.57
Energy relative to the best compared isomer or geometry (same formula, charge and spin), eV: 3.7095